Here is 7 unconnected molecules or ions with the total composition C35H90N6O11 in a non-equilibrium geometry from the Open Molecules 2025 dataset. Energies are from ωB97M-V/def2-TZVPD.

Atoms and positions in Å:
C: 1.26 2.56 4.00
C: 2.77 2.57 3.99
C: 3.47 1.54 3.09
O: 3.23 3.88 3.66
H: 0.76 2.48 3.04
H: 0.87 3.50 4.39
H: 0.85 1.84 4.71
H: 3.06 2.36 5.02
H: 3.06 0.55 3.29
H: 4.53 1.35 3.26
H: 3.33 1.79 2.04
H: 3.00 4.51 4.35
C: -8.02 3.26 0.66
O: -6.71 2.98 0.27
C: -6.00 2.17 1.21
C: -4.41 2.30 1.22
N: -3.94 3.68 1.62
C: -2.48 3.75 1.51
C: -1.84 5.06 2.01
O: -2.03 5.19 3.44
C: -1.56 6.47 3.93
H: -7.99 4.03 1.43
H: -8.55 2.39 1.05
H: -8.58 3.46 -0.25
H: -6.27 1.13 1.08
H: -6.29 2.46 2.22
H: -3.94 2.09 0.27
H: -4.07 1.57 1.96
H: -4.01 3.63 2.63
H: -2.09 3.61 0.50
H: -1.99 2.98 2.12
H: -2.27 5.89 1.45
H: -0.75 5.09 1.88
H: -0.48 6.49 3.83
H: -1.69 6.61 5.00
H: -2.06 7.27 3.37
C: -3.46 4.68 -6.62
O: -2.45 3.74 -6.47
C: -1.87 3.80 -5.12
C: -0.86 2.64 -5.09
N: -0.47 2.37 -3.69
C: 0.76 1.59 -3.70
C: 0.67 0.19 -4.40
O: 1.77 -0.67 -4.05
C: 1.78 -1.93 -4.73
H: -3.81 4.58 -7.65
H: -3.04 5.68 -6.54
H: -4.26 4.74 -5.89
H: -2.63 3.63 -4.36
H: -1.40 4.77 -4.94
H: 0.04 2.88 -5.64
H: -1.30 1.72 -5.48
H: -0.40 3.29 -3.29
H: 0.95 1.45 -2.64
H: 1.61 2.21 -3.95
H: 0.62 0.31 -5.48
H: -0.17 -0.41 -4.05
H: 1.17 -2.64 -4.18
H: 2.74 -2.43 -4.66
H: 1.57 -1.90 -5.80
C: 0.45 -6.07 2.63
O: 1.70 -5.46 2.69
C: 2.07 -4.84 3.87
C: 3.47 -4.28 3.82
N: 4.50 -5.25 4.21
C: 4.66 -5.35 5.67
C: 5.86 -6.22 5.83
O: 5.69 -7.56 5.43
C: 6.94 -8.19 5.07
H: 0.19 -6.47 1.65
H: -0.30 -5.38 3.02
H: 0.41 -6.99 3.23
H: 1.91 -5.43 4.77
H: 1.36 -4.03 3.97
H: 3.39 -3.45 4.52
H: 3.74 -3.82 2.87
H: 4.41 -6.15 3.76
H: 3.75 -5.80 6.06
H: 4.86 -4.39 6.14
H: 6.09 -6.32 6.89
H: 6.70 -5.79 5.28
H: 7.73 -8.28 5.82
H: 7.38 -7.54 4.31
H: 6.80 -9.17 4.62
C: -2.66 -3.91 0.48
O: -3.22 -3.68 -0.81
C: -2.18 -3.55 -1.79
C: -2.66 -2.74 -3.02
N: -2.83 -1.35 -2.61
C: -3.24 -0.46 -3.72
C: -4.59 -0.92 -4.36
O: -5.59 -0.85 -3.33
C: -6.90 -1.20 -3.78
H: -1.79 -4.57 0.53
H: -3.47 -4.43 0.98
H: -2.38 -2.97 0.96
H: -1.90 -4.57 -2.05
H: -1.30 -3.13 -1.31
H: -3.67 -3.05 -3.27
H: -1.93 -2.74 -3.83
H: -3.57 -1.33 -1.93
H: -2.40 -0.40 -4.41
H: -3.34 0.56 -3.35
H: -4.52 -1.94 -4.72
H: -4.93 -0.20 -5.11
H: -6.84 -2.20 -4.22
H: -7.22 -0.49 -4.54
H: -7.63 -1.18 -2.97
C: 0.39 1.62 0.09
C: -0.42 0.48 -0.38
C: -1.03 -0.38 0.79
O: -0.09 -0.78 1.84
C: 0.83 -1.74 1.38
N: -1.38 0.99 -1.33
H: 1.35 1.20 0.40
H: -0.09 2.12 0.93
H: 0.59 2.35 -0.69
H: 0.21 -0.22 -0.93
H: -1.54 -1.20 0.28
H: -1.87 0.18 1.19
H: 0.37 -2.67 1.06
H: 1.60 -1.86 2.14
H: 1.45 -1.38 0.56
H: -1.92 0.24 -1.73
H: -0.92 1.46 -2.10
C: 3.98 -0.25 -1.07
C: 4.80 0.79 -1.83
C: 5.02 2.11 -1.11
O: 3.85 2.74 -0.61
C: 4.12 3.82 0.16
N: 6.11 0.23 -2.18
H: 4.61 -0.70 -0.31
H: 3.53 -0.99 -1.73
H: 3.19 0.24 -0.50
H: 4.27 0.90 -2.78
H: 5.58 2.75 -1.79
H: 5.66 1.95 -0.24
H: 3.31 4.55 0.16
H: 5.08 4.26 -0.11
H: 4.27 3.57 1.21
H: 5.80 -0.50 -2.81
H: 6.58 0.90 -2.77

F_max   4.14 eV Å⁻¹
Spin multiplicity   2
ΔE to the lowest compared entry with this formula, charge and spin   0.000 eV
Net charge   +1
LUMO level (spin up / spin down)   -2.47 / -7.83 eV
Kohn-Sham gap (spin up / spin down)   0.263 / 0.066 hartree
HOMO level (spin up / spin down)   -9.620 / -9.618 eV